# 1
This record from OMol25 describes 2 unconnected molecules or ions with the total composition C3H7N5O. The level of theory is ωB97M-V/def2-TZVPD.

Structure (XYZ):
```
16
Properties=species:S:1:pos:R:3:nbo_charge:R:1
N 1.4658 -2.0512 -0.2242 -0.523
H 1.8340 2.1216 0.9632 0.253
N -0.9884 0.3998 0.0802 -0.185
C -2.7786 -0.5957 0.1656 0.062
H 2.2701 1.7048 -0.7370 0.246
N -3.0159 0.6783 -0.2465 -0.311
H 0.5023 -2.2818 0.0388 0.398
O 1.5865 -0.6662 -0.5566 -0.328
H 0.7357 -0.0645 1.2079 0.242
H -3.5767 -1.3049 0.3972 0.195
C 1.5722 1.7116 0.0529 -0.732
H 1.8568 -2.6689 -1.0869 0.391
N -1.8787 1.2372 -0.3225 -0.113
H 0.6653 2.2070 -0.4470 0.316
C 1.2568 0.3250 0.2845 0.475
N -1.5071 -0.7520 0.4304 -0.385
```

## Properties
Gap between HOMO and LUMO (eV): 8.93
E_HOMO (eV): -9.309
Charge: 0
ΔE to the lowest compared entry with this formula, charge and spin (kcal per mole): 135.23


# 2
This record from OMol25 describes 2 unconnected molecules or ions with the total composition C2H9N3O. The level of theory is ωB97M-V/def2-TZVPD.

Structure (XYZ):
```
15
Properties=species:S:1:pos:R:3:nbo_charge:R:1
N 2.6532 1.1076 0.5254 -0.505
H 0.4721 0.7717 -0.1414 0.481
N -0.2320 -0.9947 0.0557 -0.155
H -2.5315 1.3238 0.3113 0.222
N 0.7163 -1.3231 -0.8242 -0.628
O 1.2600 1.3482 0.4155 -0.683
H 1.2414 -2.1465 -0.5328 0.378
C -1.0796 -0.0704 -0.3863 -0.084
H 2.8215 0.9915 1.5255 0.327
C -2.2558 0.2810 0.4835 -0.647
H -1.2498 0.0295 -1.4718 0.170
H 2.8489 0.2096 0.0803 0.319
H -3.1107 -0.3512 0.2318 0.219
H 0.4501 -1.3300 -1.8109 0.352
H -2.0042 0.1529 1.5383 0.235
```

## Properties
Gap between HOMO and LUMO (eV): 8.57
E_HOMO (eV): -7.945
Charge: 0
ΔE to the lowest compared entry with this formula, charge and spin (kcal per mole): 118.91


# 3
This record from OMol25 describes a molecular structure, C3H3O4Pm. The level of theory is ωB97M-V/def2-TZVPD.

Structure (XYZ):
```
11
Properties=species:S:1:pos:R:3:lowdin_spin:R:1
C -1.8648 0.5364 -0.1579 -0.001
C -1.6445 -0.9236 0.0704 0.001
O 4.7746 -0.0266 -1.0046 0.173
O 3.0703 0.3767 0.4178 0.040
C 3.6401 -0.1165 -0.6011 0.246
Pm 0.8856 0.3844 1.3806 4.568
H -1.9177 0.6700 -1.2899 0.000
O -0.6738 -1.3111 0.7216 -0.006
H -2.4398 -1.6380 -0.2060 0.000
O -0.9309 1.3148 0.4613 -0.020
H -2.8990 0.7334 0.2080 -0.001
```

## Properties
Gap between HOMO and LUMO (alpha / beta) (eV): 4.69 / 9.25
E_HOMO (alpha / beta) (eV): -11.020 / -14.278
Charge: +1
ΔE to the lowest compared entry with this formula, charge and spin (kcal per mole): 12.14
Spin multiplicity: 6


# 4
This record from OMol25 describes a molecular structure, C3H4O4Zn. The level of theory is ωB97M-V/def2-TZVPD.

Structure (XYZ):
```
12
Properties=species:S:1:pos:R:3:nbo_charge:R:1
O -3.9696 -1.2131 3.6014 -0.811
Zn -2.4163 -1.8458 4.5387 1.370
O -1.9175 -1.0031 2.9191 -0.851
C -2.9254 2.9078 2.0331 0.398
H -1.9116 -0.9561 5.9370 -0.503
C -2.4317 1.5065 1.8527 -0.173
C -3.1236 -0.6209 2.8653 0.959
H -1.4292 1.4408 2.2982 0.237
H -3.0956 3.5096 1.1155 0.124
H -2.2718 1.2744 0.7909 0.197
O -3.4568 0.5543 2.3711 -0.481
O -3.1708 3.3454 3.1423 -0.466
```

## Properties
Gap between HOMO and LUMO (eV): 9.57
E_HOMO (eV): -10.070
Charge: 0
ΔE to the lowest compared entry with this formula, charge and spin (kcal per mole): 11.89


Please write out number 3 again, unchanged.
This record from OMol25 describes a molecular structure, C3H3O4Pm. The level of theory is ωB97M-V/def2-TZVPD.

Structure (XYZ):
```
11
Properties=species:S:1:pos:R:3:lowdin_spin:R:1
C -1.8648 0.5364 -0.1579 -0.001
C -1.6445 -0.9236 0.0704 0.001
O 4.7746 -0.0266 -1.0046 0.173
O 3.0703 0.3767 0.4178 0.040
C 3.6401 -0.1165 -0.6011 0.246
Pm 0.8856 0.3844 1.3806 4.568
H -1.9177 0.6700 -1.2899 0.000
O -0.6738 -1.3111 0.7216 -0.006
H -2.4398 -1.6380 -0.2060 0.000
O -0.9309 1.3148 0.4613 -0.020
H -2.8990 0.7334 0.2080 -0.001
```

## Properties
Gap between HOMO and LUMO (alpha / beta) (eV): 4.69 / 9.25
E_HOMO (alpha / beta) (eV): -11.020 / -14.278
Charge: +1
ΔE to the lowest compared entry with this formula, charge and spin (kcal per mole): 12.14
Spin multiplicity: 6


Number 3 is which compound?
C3H3O4Pm


ΔE to the lowest compared entry with this formula, charge and spin of number 4 (C3H4O4Zn)?
11.89 kcal per mole